No. 1
C20H15F10N3O3 | wB97M-V/def2-TZVPD

```
51
Properties=species:S:1:pos:R:3:forces:R:3
F -1.958 -1.677 3.832 -0.7991 0.6536 -1.1770
C -2.513 -0.960 2.832 0.5846 0.3906 1.9610
C -2.920 0.310 3.026 0.4178 -0.5975 1.4799
F -2.898 0.874 4.248 0.1704 -0.4017 -1.2100
C -3.551 1.081 1.955 -1.8947 2.5533 0.7342
O -4.154 2.140 2.170 1.4834 -2.0489 -0.4785
C -3.540 0.464 0.630 -0.3239 -0.6731 -1.8254
F -4.097 1.155 -0.381 0.7339 -0.4567 0.9491
C -3.118 -0.803 0.448 -0.3774 0.5050 -1.9556
F -3.117 -1.389 -0.780 -0.2231 0.6251 1.5177
C -2.856 -1.653 1.598 -1.0943 -3.5331 0.6536
O -3.135 -2.883 1.611 0.4485 3.4552 0.0560
O -0.146 -4.573 4.185 0.2741 -1.3177 -0.5042
C 0.148 -5.695 3.772 -0.1877 0.6655 -0.0765
N -0.239 -6.164 2.544 -0.0579 -0.0004 0.1455
C -1.065 -5.357 1.646 -0.0978 0.0120 0.0299
C -0.196 -4.333 0.913 1.0352 0.0202 0.9829
C 0.727 -5.002 -0.135 -0.6018 -0.0465 0.1523
C 0.739 -4.039 -1.329 0.2744 0.2320 0.1769
C -0.441 -3.079 -1.107 -0.6203 0.2300 -0.5510
N -0.882 -3.270 0.255 -0.8483 0.6848 -0.3991
N 0.929 -6.620 4.479 -0.3206 0.0732 -0.3712
C 1.444 -6.412 5.753 0.6424 0.1085 0.8320
C 2.527 -7.198 6.201 -0.4154 0.4495 -0.2120
C 3.092 -6.953 7.445 -0.1280 0.0502 0.1639
C 4.300 -7.745 7.886 0.5011 -0.3016 0.3286
F 4.227 -8.083 9.210 0.1385 0.2642 -1.0706
F 4.449 -8.906 7.183 -0.0699 0.8895 0.5295
F 5.456 -7.027 7.724 -0.8841 -0.6328 0.1490
C 2.588 -5.963 8.290 -0.0406 -0.0423 -0.1540
C 1.495 -5.212 7.858 0.3088 -0.3612 -0.1034
C 0.934 -4.159 8.781 -0.3920 0.6504 0.4275
F -0.130 -3.497 8.244 0.8371 -0.5288 0.4043
F 0.506 -4.702 9.962 0.3865 0.4224 -0.8550
F 1.870 -3.211 9.098 -0.6944 -0.7640 -0.1814
C 0.929 -5.422 6.607 0.0138 0.0057 -0.0091
H -0.090 -7.132 2.310 -0.0101 0.1672 0.0752
H -1.539 -6.056 0.932 0.0725 0.4117 0.2905
H -1.833 -4.841 2.233 0.0961 -0.1816 -0.1163
H 0.402 -3.813 1.686 0.1995 -0.7852 0.0390
H 1.710 -5.199 0.302 -0.0979 -0.0041 -0.2931
H 0.280 -5.959 -0.441 0.1473 0.0875 0.1281
H 1.680 -3.487 -1.320 -0.0619 0.0634 -0.1674
H 0.654 -4.551 -2.290 0.0965 0.0152 0.1159
H -0.144 -2.033 -1.276 0.0387 -0.2151 -0.0484
H -1.286 -3.270 -1.791 0.3708 -0.0592 -0.0866
H -1.863 -3.105 0.484 1.0644 -0.9285 -0.7732
H 1.274 -7.422 3.964 -0.0742 0.2982 0.2450
H 2.940 -7.972 5.559 -0.0518 0.1099 0.1018
H 3.040 -5.782 9.262 -0.0814 -0.0527 -0.1570
H 0.114 -4.797 6.268 0.1124 -0.1616 0.1066
```
Positions in Å, forces in eV/Å.

As for the relative energy (zero: lowest compared OMol25 entry of this formula, charge and spin): 4.7 kcal per mole. The LUMO energy is -2.7 eV. As for the HOMO energy: -8.38 eV. As for the SMILES: O=C(NC[C@H]1CCCN1)Nc1cc(C(F)(F)F)cc(C(F)(F)F)c1.O=C1C(F)=C(F)C(=O)C(F)=C1F.


No. 2
CH2O4S2 | wB97M-V/def2-TZVPD

```
9
Properties=species:S:1:pos:R:3:forces:R:3
C -0.277 0.259 -0.006 -0.5422 -1.3801 -1.3442
O -0.929 0.292 -2.577 0.5176 -0.2979 0.0388
O -2.423 -0.901 -0.948 -0.2664 -0.4715 0.0406
O 1.201 -0.601 -3.773 0.3448 0.1741 0.0944
O -0.306 -1.780 -2.107 -0.0258 0.3931 -0.3289
S -1.075 -0.535 -1.189 0.8091 1.2473 -0.0969
S -0.159 -0.946 -3.555 -1.0384 -0.1586 1.3748
H 0.769 0.335 -0.217 0.4845 0.4044 -0.1423
H -0.552 -0.121 0.959 -0.2832 0.0893 0.3638
```
Positions in Å, forces in eV/Å.

As for the relative energy (zero: lowest compared OMol25 entry of this formula, charge and spin): 47.9 kcal per mole. The LUMO energy is -0.4 eV. As for the HOMO energy: -9.94 eV.


No. 3
C30H59ClFN4O18 | wB97M-V/def2-TZVPD

```
113
Properties=species:S:1:pos:R:3:forces:R:3
C 0.838 -0.509 2.987 -0.1648 -0.2938 -0.4004
C -0.598 -0.018 3.141 0.4620 -0.0448 0.4316
C -0.966 1.318 2.451 -0.2313 -0.2401 0.6787
C -0.915 2.484 3.475 -0.2191 0.0685 -0.2303
C -0.222 1.669 1.220 0.3500 0.2335 -1.0394
N 1.070 1.560 0.922 -0.2821 -0.1027 0.4150
C 1.233 2.058 -0.311 -0.4800 0.3312 -0.4310
N 2.420 2.080 -0.911 0.1142 0.1357 0.0095
C 2.775 2.532 -2.245 0.0266 -0.0795 -0.3347
C 2.376 1.584 -3.397 0.1040 0.1464 0.3429
C 2.352 0.116 -3.042 -0.3551 -0.2989 -0.2824
F 3.611 -0.444 -3.191 0.0844 0.1395 -0.0232
N 0.048 2.518 -0.809 0.8514 -0.2335 0.3440
C -0.428 3.172 -2.005 -1.0533 0.0795 -0.0950
C -1.555 2.396 -2.730 0.3424 0.6338 -0.8069
C -1.513 2.771 -4.207 0.2564 -0.0565 0.0183
Cl -1.348 0.642 -2.563 0.0135 -0.0256 0.2261
N -0.857 2.247 0.181 -0.1791 -0.0505 0.5211
H 1.590 0.248 3.186 0.0070 0.1339 0.0631
H 0.979 -0.880 1.974 0.2454 0.0471 -0.1011
H 1.014 -1.360 3.638 -0.0868 -0.0246 0.1880
H -1.272 -0.824 2.860 -0.0965 0.0387 -0.2636
H -0.767 0.138 4.205 -0.2571 0.0356 0.0867
H -2.014 1.231 2.163 -0.0465 0.0297 -0.2634
H -0.271 2.251 4.315 0.3025 0.0673 -0.0683
H -0.635 3.433 3.020 0.1602 0.0606 0.0394
H -1.918 2.616 3.873 -0.0574 -0.0039 0.1437
H 3.167 1.700 -0.352 -0.0648 -0.0920 0.1827
H 3.855 2.631 -2.262 0.1328 -0.0428 0.2322
H 2.402 3.541 -2.404 -0.0861 0.0620 -0.0671
H 1.414 1.847 -3.831 -0.1173 0.0450 0.0699
H 3.123 1.718 -4.176 -0.0691 -0.0046 -0.2317
H 2.016 -0.091 -2.026 0.0266 0.1001 0.1166
H 1.673 -0.412 -3.710 0.0532 -0.0665 -0.1343
H 0.341 3.401 -2.728 0.5024 -0.2621 0.3118
H -0.869 4.125 -1.707 0.1504 0.1882 0.0129
H -2.529 2.727 -2.378 -0.1414 -0.5147 0.4779
H -2.253 2.222 -4.781 -0.1234 -0.0158 0.0034
H -1.682 3.838 -4.340 -0.0903 0.0909 0.0491
H -0.526 2.542 -4.606 -0.0027 -0.0703 -0.1522
H -1.834 2.471 0.074 0.0110 -0.0596 -0.0269
C -3.653 -1.413 -3.899 -0.0583 -0.0650 0.1462
O -3.746 -2.371 -4.949 0.0146 -0.0484 0.0725
C -4.399 -1.926 -6.027 0.0320 -0.0888 -0.0958
O -4.874 -0.826 -6.149 0.0024 0.0767 0.0213
O -4.423 -2.899 -6.926 -0.0048 -0.0355 0.0202
C -5.096 -2.565 -8.146 -0.0783 0.0118 -0.2976
H -3.101 -1.885 -3.090 0.0160 -0.1255 -0.0906
H -3.114 -0.533 -4.235 -0.0878 0.0727 -0.0815
H -4.644 -1.134 -3.542 0.0033 0.0743 -0.0584
H -4.605 -1.729 -8.640 -0.0488 0.0629 0.0563
H -6.142 -2.330 -7.953 0.0284 0.0882 0.0456
H -5.038 -3.440 -8.785 0.0811 -0.0797 0.1246
C -1.804 2.112 8.301 0.2151 0.2155 0.0490
O -2.798 1.157 8.673 -0.0219 0.0680 0.0239
C -2.878 0.106 7.861 -0.0201 -0.0033 0.1315
O -2.193 -0.084 6.888 0.0263 0.0052 -0.1691
O -3.836 -0.697 8.310 -0.0242 -0.0040 0.0065
C -4.032 -1.880 7.532 -0.1038 -0.1988 -0.0317
H -1.836 2.911 9.035 -0.1550 -0.0984 0.0983
H -0.812 1.662 8.310 -0.0151 -0.0335 -0.1261
H -2.021 2.530 7.319 0.0427 -0.1009 -0.0539
H -3.130 -2.488 7.524 0.0391 0.0578 -0.0701
H -4.325 -1.627 6.515 0.0920 0.0164 -0.0225
H -4.834 -2.433 8.011 -0.0059 0.0968 0.0899
C 4.577 1.684 6.455 0.1237 0.0326 -0.1757
O 3.315 1.701 7.125 -0.0415 0.0196 -0.0560
C 3.371 1.289 8.394 -0.0760 0.0148 -0.0228
O 4.359 0.927 8.972 0.0624 -0.0228 0.0248
O 2.142 1.350 8.904 -0.1047 0.0194 -0.0002
C 2.053 0.933 10.271 -0.1369 -0.0497 0.2315
H 4.395 2.037 5.444 -0.1241 0.0141 0.0320
H 5.283 2.351 6.948 0.0241 -0.0726 0.0651
H 4.980 0.674 6.418 0.0391 0.0117 0.0926
H 2.660 1.572 10.909 0.0988 -0.0515 -0.0424
H 2.357 -0.106 10.378 0.1156 0.0319 -0.0160
H 1.010 1.030 10.560 -0.0322 0.0533 -0.1466
C 5.236 -2.004 -1.248 -0.0178 -0.2575 0.0625
O 5.907 -1.954 0.016 -0.0535 -0.0957 0.0025
C 6.912 -1.081 0.064 0.0011 -0.0497 0.0967
O 7.259 -0.357 -0.832 -0.0255 0.0855 -0.0417
O 7.457 -1.141 1.277 -0.0154 -0.0050 0.0259
C 8.561 -0.253 1.471 0.1780 0.0730 0.1311
H 4.442 -2.739 -1.150 0.0554 -0.0225 0.1381
H 4.808 -1.042 -1.489 0.0864 0.1480 -0.0536
H 5.921 -2.319 -2.033 0.0202 0.1135 -0.0239
H 8.248 0.783 1.348 0.0088 -0.0097 -0.1012
H 9.368 -0.485 0.780 -0.0461 0.0521 -0.0724
H 8.904 -0.406 2.490 -0.0937 -0.0937 0.0111
C 1.136 -5.067 5.212 0.0696 0.0410 0.2077
O 0.988 -5.955 4.102 0.0193 -0.0134 0.0168
C 0.332 -5.439 3.067 0.0400 -0.1132 0.0407
O -0.127 -4.327 3.005 -0.0238 0.1260 -0.0450
O 0.268 -6.365 2.114 0.0073 -0.0170 -0.0218
C -0.418 -5.953 0.932 -0.0796 -0.0486 -0.1955
H 1.684 -5.615 5.973 0.0041 -0.1009 -0.0829
H 1.704 -4.184 4.925 -0.0747 0.0366 -0.0370
H 0.163 -4.778 5.605 -0.0092 0.0678 -0.0717
H 0.085 -5.103 0.473 -0.0422 0.0583 0.0606
H -1.453 -5.701 1.156 0.0266 0.0868 0.0288
H -0.392 -6.798 0.250 0.0646 -0.0642 0.0900
C -5.109 2.147 -9.489 -0.0681 0.0632 0.1888
O -4.978 2.442 -10.880 -0.0068 0.0479 0.0204
C -4.456 1.450 -11.601 -0.0587 0.0939 -0.0350
O -4.104 0.382 -11.173 0.0430 -0.1152 0.0475
O -4.393 1.846 -12.869 0.0028 0.0292 -0.0163
C -3.851 0.872 -13.765 0.0623 -0.0691 -0.2146
H -5.542 3.029 -9.026 -0.0071 0.0525 -0.1192
H -5.772 1.298 -9.335 0.0779 -0.0629 -0.0061
H -4.135 1.946 -9.045 -0.0089 -0.1038 -0.0295
H -4.466 -0.026 -13.773 0.0422 -0.0301 0.0836
H -2.828 0.625 -13.490 -0.0338 -0.0612 0.0709
H -3.860 1.324 -14.752 -0.0540 0.1083 0.0561
```
Positions in Å, forces in eV/Å.

The LUMO energy is -2.5 eV. As for the HOMO energy: -12.25 eV. The net charge is +1.


No. 4
C24H30BrCl2N4O2OsS | wB97M-V/def2-TZVPD

```
65
Properties=species:S:1:pos:R:3:forces:R:3
Os 0.314 0.821 0.141 -0.2450 -0.3127 0.8600
Br -4.581 2.624 5.316 -0.1174 0.0314 0.1049
C -3.111 2.179 4.273 0.0878 -0.0397 -0.3614
C -1.871 1.930 4.863 -0.0738 0.0078 -0.1235
C -0.784 1.616 4.069 -0.0259 0.0061 -0.1516
C -0.911 1.515 2.682 -0.0440 0.0476 0.1402
O 0.206 1.160 2.016 0.1339 0.0413 -0.6440
C -2.164 1.774 2.069 0.0090 -0.0600 -0.1670
C -2.414 1.824 0.641 0.0973 0.0307 0.2443
N -1.552 1.538 -0.268 0.1549 0.0382 -0.1295
C -1.782 1.715 -1.676 -0.0571 0.0513 0.0959
C -2.955 2.124 -2.255 -0.0027 0.0072 -0.0760
C -3.036 2.309 -3.651 0.0155 -0.0127 0.0780
C -1.949 2.095 -4.451 0.0083 -0.0127 0.0585
C -0.726 1.668 -3.880 -0.0372 0.0141 -0.0107
C 0.446 1.438 -4.634 0.0047 -0.0049 0.0063
C 1.602 1.032 -4.014 0.0209 -0.0141 0.0762
C 1.596 0.842 -2.633 0.1233 -0.0393 -0.0293
N 0.510 1.038 -1.892 -0.3336 0.1258 0.0243
C -0.656 1.471 -2.490 0.0126 -0.0575 -0.0323
C -3.245 2.113 2.885 0.0358 0.0171 0.3837
H -1.765 1.994 5.937 0.0154 -0.0043 0.0080
H 0.187 1.428 4.508 0.0119 0.0075 0.0250
H -3.398 2.173 0.344 0.0031 0.0033 -0.0023
H -3.838 2.319 -1.662 -0.0170 0.0038 -0.0028
H -3.973 2.634 -4.080 -0.0069 0.0013 -0.0049
H -2.010 2.251 -5.519 0.0091 0.0039 -0.0411
H 0.425 1.593 -5.705 -0.0038 0.0077 -0.0335
H 2.512 0.861 -4.570 0.0065 -0.0039 -0.0037
H 2.482 0.521 -2.098 -0.0086 0.0131 -0.0371
H -4.204 2.337 2.439 -0.0183 -0.0019 -0.0057
C -0.146 -4.766 -1.195 0.0065 0.0745 -0.0274
N 0.012 -3.298 -1.113 -0.0792 -0.0684 0.0914
C -0.165 -2.628 -2.400 0.0188 0.0772 -0.0647
C 0.030 -2.655 0.042 -0.0531 -0.0419 0.3163
S -0.855 -1.075 0.122 0.1247 -0.0489 -0.5414
N 0.500 -3.203 1.149 0.0101 -0.0148 -0.0410
C 1.482 -4.301 1.134 0.0093 0.0984 0.0309
C 0.075 -2.808 2.493 -0.0408 0.1041 0.0202
H -0.945 -4.957 -1.910 0.0242 -0.0146 -0.0049
H -0.443 -5.166 -0.233 -0.0405 -0.0235 -0.0188
H 0.765 -5.248 -1.543 0.0089 -0.0113 -0.0102
H 0.478 -3.125 -3.125 -0.0061 0.0150 -0.0378
H 0.124 -1.585 -2.326 -0.0021 0.0309 -0.0544
H -1.202 -2.710 -2.727 0.0001 0.0184 -0.0228
H 2.002 -4.314 0.182 0.0416 -0.0298 -0.0151
H 1.019 -5.267 1.318 0.0003 -0.0160 0.0385
H 2.194 -4.103 1.934 0.0097 -0.0098 -0.0222
H -0.587 -1.945 2.453 0.0672 -0.0925 0.0610
H 0.953 -2.581 3.093 0.0046 0.0402 0.0437
H -0.453 -3.644 2.950 -0.0287 0.0042 0.0436
Cl -0.857 4.945 0.399 -0.1235 -0.0787 -0.0650
C 0.759 4.565 0.862 0.2810 -0.1771 0.0144
Cl 1.456 3.109 -0.072 -0.0076 0.3638 0.0136
H 0.834 4.296 1.911 -0.0213 0.0110 -0.0675
H 1.445 5.355 0.569 -0.0312 -0.0328 0.0773
C 4.441 -0.887 1.055 0.0437 -0.0494 0.0316
C 2.938 -0.920 1.090 -0.0443 0.0947 0.0102
O 2.394 0.307 0.499 0.0990 0.1177 0.0835
H 4.835 -1.805 1.492 0.0079 -0.0145 -0.0023
H 4.837 -0.062 1.648 -0.0010 0.0435 0.0250
H 4.818 -0.806 0.037 -0.0124 -0.0041 -0.0165
H 2.544 -0.997 2.105 0.0058 -0.0451 0.0058
H 2.525 -1.713 0.476 0.0341 -0.0932 -0.0581
H 2.843 1.055 0.929 -0.0644 -0.1223 -0.0861
```
Positions in Å, forces in eV/Å.

As for the relative energy (zero: lowest compared OMol25 entry of this formula, charge and spin): 0.0 kcal per mole. The LUMO energy (spin up / spin down) is -11.1 / -11.2 eV. As for the HOMO energy (spin up / spin down): -16.13 / -16.10 eV. The net charge is +3.


no.,energy (a.u.)
1,-2159.7549
2,-1136.5149
3,-3311.7197
4,-5284.3844